{
  "formula": "C48H132N12O12",
  "method": "ωB97M-V with the def2-TZVPD basis set",
  "e_homo_ev": -8.9,
  "smiles": "COC[C@H](C)N.COC[C@H](C)N.COC[C@H](C)N.COC[C@H](C)N.COC[C@H](C)N.COC[C@H](C)N.COC[C@H](C)N.COC[C@H](C)N.COC[C@H](C)N.COC[C@H](C)N.COC[C@H](C)N.COC[C@H](C)N",
  "lumo_energy_ha": 0.0162,
  "de_lowest_ev": 3.852,
  "species": ["C", "O", "C", "C", "C", "N", "H", "H", "H", "H", "H", "H", "H", "H", "H", "H", "H", "C", "O", "C", "C", "C", "N", "H", "H", "H", "H", "H", "H", "H", "H", "H", "H", "H", "C", "O", "C", "C", "C", "N", "H", "H", "H", "H", "H", "H", "H", "H", "H", "H", "H", "C", "O", "C", "C", "C", "N", "H", "H", "H", "H", "H", "H", "H", "H", "H", "H", "H", "C", "O", "C", "C", "C", "N", "H", "H", "H", "H", "H", "H", "H", "H", "H", "H", "H", "C", "O", "C", "C", "C", "N", "H", "H", "H", "H", "H", "H", "H", "H", "H", "H", "H", "C", "O", "C", "C", "C", "N", "H", "H", "H", "H", "H", "H", "H", "H", "H", "H", "H", "C", "O", "C", "C", "C", "N", "H", "H", "H", "H", "H", "H", "H", "H", "H", "H", "H", "C", "O", "C", "C", "C", "N", "H", "H", "H", "H", "H", "H", "H", "H", "H", "H", "H", "C", "O", "C", "C", "C", "N", "H", "H", "H", "H", "H", "H", "H", "H", "H", "H", "H", "C", "O", "C", "C", "C", "N", "H", "H", "H", "H", "H", "H", "H", "H", "H", "H", "H", "C", "O", "C", "C", "C", "N", "H", "H", "H", "H", "H", "H", "H", "H", "H", "H", "H"],
  "positions_angstrom": [[-1.961072, -2.512634, 3.456086], [-2.053636, -3.920515, 3.218779], [-0.815620, -4.506391, 2.837602], [-0.991684, -5.917267, 2.349490], [-1.780096, -6.808576, 3.300572], [0.284840, -6.540000, 1.938049], [-2.367092, -2.021269, 2.568653], [-0.966956, -2.155816, 3.726222], [-2.662652, -2.384678, 4.280501], [-0.224390, -3.889968, 2.150263], [-0.215577, -4.470723, 3.763927], [-1.548815, -5.836098, 1.405827], [-2.756194, -6.302222, 3.347572], [-1.393646, -6.781917, 4.320600], [-2.023863, -7.818098, 2.977297], [0.144682, -7.537598, 1.930993], [1.046018, -6.282268, 2.554163], [-3.485609, -0.790743, -3.021677], [-4.313853, -0.792154, -4.136317], [-5.278600, -1.832708, -4.114653], [-5.609599, -2.262607, -5.537527], [-6.808604, -3.198246, -5.525116], [-4.465767, -2.977354, -6.161530], [-2.781733, -1.628075, -2.961841], [-3.981751, -0.738775, -2.037530], [-2.926506, 0.144855, -2.925404], [-4.845894, -2.703027, -3.599538], [-6.147742, -1.493151, -3.537365], [-5.809870, -1.370480, -6.133024], [-6.732282, -3.924565, -6.333187], [-7.770629, -2.697437, -5.663309], [-6.921046, -3.772155, -4.600184], [-3.976991, -3.466639, -5.408624], [-3.784696, -2.232127, -6.333052], [4.563279, -6.742978, -0.019543], [5.154219, -5.708189, -0.751063], [5.129288, -5.827345, -2.164962], [4.961944, -4.482888, -2.829812], [5.834675, -3.349481, -2.293994], [3.567774, -4.112316, -2.977327], [4.535054, -6.431272, 1.032733], [5.096233, -7.695473, 0.003121], [3.481603, -6.831364, -0.172336], [6.024146, -6.412692, -2.424626], [4.350567, -6.488034, -2.573420], [5.349980, -4.699955, -3.836715], [5.506184, -3.178455, -1.259591], [5.559852, -2.434040, -2.813719], [6.901292, -3.558622, -2.229615], [3.508473, -3.205244, -3.424542], [3.076018, -4.077093, -2.091630], [4.263573, -0.329991, -3.493628], [4.159764, -1.213300, -4.560488], [4.256924, -0.653015, -5.863942], [5.070484, -1.492711, -6.840056], [6.133936, -2.318094, -6.153794], [5.662245, -0.636899, -7.899432], [3.993904, -0.808297, -2.544630], [3.538995, 0.490722, -3.571353], [5.270533, 0.021859, -3.231887], [3.213914, -0.458067, -6.133435], [4.765105, 0.319771, -5.815951], [4.400097, -2.215480, -7.328141], [6.668032, -3.007991, -6.806963], [5.766480, -2.847920, -5.277989], [6.893970, -1.619064, -5.781309], [5.903540, -1.306326, -8.629167], [4.885171, -0.138063, -8.333971], [-1.568831, 1.575604, 5.113610], [-0.185874, 1.509600, 4.881597], [0.281744, 2.168906, 3.729658], [1.787590, 2.080156, 3.660589], [2.221358, 2.636294, 2.276722], [2.212437, 0.665589, 3.758125], [-2.097522, 0.867018, 4.456031], [-1.939833, 2.590441, 4.980888], [-1.811670, 1.103357, 6.065633], [-0.112644, 1.667087, 2.834593], [0.002300, 3.229260, 3.710209], [2.291596, 2.692444, 4.415996], [3.309633, 2.547794, 2.282089], [1.928692, 3.669392, 2.087519], [1.850677, 2.004547, 1.467874], [1.571278, 0.320700, 4.476687], [3.122188, 0.639958, 4.207863], [-7.607037, 7.268254, 0.251092], [-6.682132, 6.872130, -0.725495], [-5.828380, 5.811665, -0.307437], [-4.956154, 5.492405, -1.508578], [-4.326937, 4.103694, -1.326387], [-3.850703, 6.459195, -1.526782], [-7.159581, 7.930377, 1.001308], [-8.168849, 6.472210, 0.748250], [-8.356355, 7.895922, -0.238128], [-5.182480, 6.069546, 0.539335], [-6.469483, 4.964045, -0.034162], [-5.612642, 5.427099, -2.380864], [-3.842840, 3.944106, -0.361689], [-3.587176, 3.875347, -2.097550], [-5.078117, 3.315926, -1.439632], [-4.240209, 7.394632, -1.620111], [-3.324864, 6.280534, -2.378829], [-4.442891, 2.443415, 2.612171], [-5.566431, 1.973534, 3.307743], [-6.346737, 2.993888, 3.889379], [-7.500004, 2.310561, 4.621040], [-8.643756, 1.807665, 3.717242], [-7.984745, 3.009166, 5.806184], [-4.155577, 1.581446, 2.008354], [-3.558378, 2.582682, 3.252684], [-4.517637, 3.379653, 2.053254], [-5.813121, 3.577294, 4.649419], [-6.716463, 3.685503, 3.121542], [-7.018865, 1.359385, 4.882660], [-9.351423, 1.231180, 4.319494], [-8.385371, 1.089530, 2.935405], [-9.140408, 2.664638, 3.252793], [-8.802526, 2.502622, 6.127081], [-8.333537, 3.923328, 5.528331], [-2.314899, 0.829862, 0.280247], [-1.081033, 0.685901, -0.377032], [-0.290683, -0.361199, 0.177485], [0.872002, -0.640577, -0.765141], [1.860024, -1.607580, -0.095231], [1.618149, 0.583078, -1.147692], [-2.998065, -0.014415, 0.132350], [-2.812363, 1.673931, -0.204059], [-2.175179, 1.056428, 1.342054], [0.046145, -0.013503, 1.163787], [-0.881796, -1.268221, 0.339711], [0.385596, -1.002222, -1.676745], [1.286559, -2.520431, 0.124851], [2.162638, -1.162355, 0.849924], [2.649490, -1.951941, -0.758793], [1.105341, 1.427601, -0.913815], [1.651106, 0.558932, -2.160103], [4.763544, 0.605792, 0.227171], [6.075845, 0.828948, -0.245047], [6.587238, 2.055954, 0.244675], [7.853017, 2.467142, -0.454621], [9.041842, 1.635883, 0.038247], [8.179239, 3.850592, -0.120736], [4.805300, 0.074187, 1.186471], [4.271909, -0.126495, -0.413395], [4.120105, 1.482096, 0.301317], [5.843004, 2.841564, 0.035371], [6.662997, 2.014852, 1.337474], [7.785344, 2.371255, -1.545141], [9.939667, 1.706799, -0.578615], [8.742343, 0.583941, 0.053742], [9.315741, 1.978993, 1.035449], [7.408451, 4.488656, -0.281817], [9.019204, 4.258946, -0.493223], [-5.646430, -1.258645, 2.769136], [-5.340600, -1.167541, 1.404671], [-5.989336, -2.093630, 0.531368], [-5.169778, -3.387381, 0.540243], [-3.790936, -3.214742, -0.100144], [-5.903122, -4.410699, -0.245494], [-5.198041, -0.471902, 3.369536], [-5.377204, -2.230439, 3.201259], [-6.712086, -1.183277, 3.032612], [-6.981701, -2.276902, 0.957430], [-6.072227, -1.680033, -0.471065], [-5.079597, -3.836669, 1.535801], [-3.988906, -2.932313, -1.137591], [-3.282133, -4.176307, -0.152723], [-3.308252, -2.406967, 0.445522], [-5.282941, -5.206919, -0.358615], [-6.697579, -4.766430, 0.275680], [-0.561144, 4.225001, -0.784857], [-0.045661, 5.479635, -1.117054], [-0.423086, 6.518599, -0.238276], [0.177733, 7.805336, -0.799777], [1.700446, 7.737143, -0.871202], [-0.188445, 9.053394, -0.099311], [0.067190, 3.493641, -1.304123], [-1.613758, 4.080088, -1.038541], [-0.396213, 3.904266, 0.256157], [-1.515297, 6.659832, -0.239727], [-0.267328, 6.335501, 0.835611], [-0.234035, 7.863092, -1.812132], [2.190518, 8.633062, -1.240252], [1.945723, 6.932695, -1.566861], [2.025496, 7.478934, 0.140353], [-0.019602, 8.851937, 0.891934], [-1.207675, 9.137412, -0.071592], [3.634093, -3.709333, 2.014605], [4.478480, -2.627005, 2.313490], [5.806654, -3.020717, 2.030620], [6.824529, -1.891853, 2.040590], [8.177210, -2.454489, 1.699129], [6.824352, -1.113630, 3.315675], [3.971159, -4.223881, 1.107867], [2.566817, -3.512385, 2.051692], [3.786209, -4.509488, 2.763614], [6.155498, -3.725960, 2.798950], [5.862129, -3.450397, 1.024848], [6.504844, -1.110412, 1.345058], [8.392973, -3.388052, 2.225688], [8.987208, -1.753908, 1.894048], [8.202484, -2.683340, 0.630611], [5.926984, -0.652391, 3.446290], [6.754929, -1.844914, 4.031789]],
  "forces_ev_per_angstrom": [[-1.117, -0.926, -0.043], [0.532, -0.129, -0.707], [0.645, 0.554, 1.509], [0.130, -1.203, -1.101], [-1.356, 1.498, 0.312], [-0.077, 0.964, 0.019], [0.286, 0.419, 0.056], [0.074, -0.113, -0.060], [0.149, 0.587, 0.071], [-0.418, -0.050, -0.502], [0.279, -0.460, -0.052], [-0.267, -0.012, 0.186], [-0.011, -0.252, 0.329], [0.246, -0.243, -0.074], [0.578, -0.082, -0.247], [0.340, -0.136, 0.094], [-0.020, -0.302, 0.144], [0.573, 0.815, 1.525], [0.004, 0.017, -0.233], [0.277, 0.114, 0.101], [0.010, -0.596, 0.291], [-0.799, -0.272, -0.109], [0.594, 1.148, 0.511], [-0.054, -0.106, -0.302], [-0.682, -0.519, -0.290], [0.231, -0.063, -0.863], [-0.181, -0.049, 0.070], [-0.118, -0.101, -0.136], [-0.049, -0.070, -0.068], [0.133, 0.071, -0.049], [0.150, 0.237, 0.057], [0.305, 0.063, 0.070], [-0.302, -0.404, -0.152], [-0.059, -0.215, -0.384], [-0.656, 0.426, 1.498], [-0.520, 0.149, 0.092], [0.167, -1.061, 0.240], [1.273, -0.180, -1.139], [-0.925, -0.138, 1.360], [-0.263, -0.192, 0.029], [0.539, 0.173, -0.042], [-0.026, -0.102, -0.632], [0.100, -0.422, -0.850], [0.352, 0.759, -0.348], [-0.471, 0.230, 0.603], [-0.300, 0.143, -0.151], [0.129, 0.062, 0.031], [0.583, -0.057, -0.288], [0.039, 0.061, -0.439], [-0.118, 0.062, -0.013], [0.148, 0.081, 0.080], [-0.364, 0.598, 1.341], [0.441, -0.989, -0.114], [0.129, 1.034, 0.733], [-0.771, -1.166, -0.481], [0.944, 0.775, 0.604], [-0.583, -0.436, 0.073], [-0.308, -0.515, -0.388], [0.352, 0.242, -0.211], [0.079, 0.282, -0.797], [0.158, -0.067, -0.736], [-0.003, 0.005, 0.144], [-0.214, 0.052, 0.172], [-0.280, -0.016, -0.221], [-0.199, -0.112, -0.198], [0.029, -0.093, 0.050], [0.399, 0.241, -0.021], [0.136, 0.223, 0.118], [-0.194, -1.160, -0.602], [0.314, 0.078, 0.692], [0.022, -0.186, 0.014], [0.496, 0.224, -1.406], [0.373, -0.520, 0.678], [-0.759, 0.486, 0.691], [-0.042, 0.472, -0.600], [-0.234, 0.028, 0.277], [0.388, 0.729, 0.453], [-0.156, 0.101, -0.054], [-0.232, -0.036, 0.062], [-0.394, 0.059, 0.211], [0.018, 0.268, -0.342], [0.022, 0.057, 0.173], [-0.073, -0.061, 0.070], [0.304, -0.480, -0.157], [0.093, -0.107, -0.222], [-0.497, 1.120, -0.013], [0.103, -0.180, 0.462], [-0.547, -0.016, -0.703], [0.731, -1.131, 1.270], [-0.349, -0.537, -0.321], [-0.532, 0.062, -0.772], [0.213, -0.299, 0.191], [0.356, -0.372, -0.090], [0.060, -0.117, -0.175], [-0.115, 0.197, 0.073], [0.162, -0.139, 0.028], [0.143, 0.460, -0.202], [-0.021, 0.332, 0.086], [0.056, 0.271, -0.041], [-0.122, 0.100, 0.109], [0.082, -0.012, -0.022], [0.193, 0.221, 0.112], [1.264, -0.968, 0.165], [-0.255, 0.831, 0.053], [-0.818, 0.344, 0.580], [0.085, -1.856, -0.838], [-0.176, 0.354, -0.129], [0.184, 0.158, -0.402], [-0.102, 0.400, -0.562], [-0.309, 0.153, 0.413], [-0.685, -0.186, -0.228], [0.355, -0.051, -0.141], [0.079, 0.040, -0.110], [0.032, 0.219, 0.844], [-0.160, 0.359, 0.160], [0.590, 0.317, -0.078], [-0.259, -0.144, -0.014], [0.038, 0.067, 0.210], [0.021, 0.018, 0.063], [-0.233, 0.564, -0.485], [-0.031, -0.568, -0.174], [0.183, 0.756, 0.152], [0.302, 0.517, 0.160], [-1.811, -0.672, -0.391], [-0.288, -0.065, -0.085], [0.250, -0.266, 0.269], [0.042, 0.126, 0.194], [-0.046, -0.157, 0.066], [0.261, -0.170, 0.083], [-0.067, -0.079, -0.157], [0.263, -0.593, 0.065], [0.145, -0.027, 0.234], [0.557, -0.059, -0.101], [0.348, 0.464, 0.128], [-0.149, -0.141, 0.008], [0.256, 0.334, 0.028], [-0.044, -1.340, 0.279], [0.084, 0.549, -0.328], [-1.094, 0.465, -0.197], [2.112, 0.202, -0.115], [-0.237, -0.533, -0.155], [-1.127, 0.637, 0.825], [-0.115, 0.427, 0.324], [0.089, 0.269, -0.300], [0.244, 0.189, -0.143], [-0.071, 0.003, 0.031], [0.478, 0.015, 0.028], [-0.517, -0.443, 0.078], [-0.146, 0.181, -0.193], [0.177, 0.007, 0.152], [-0.132, -0.171, 0.120], [0.098, -0.058, -0.123], [0.168, -0.431, -0.287], [-0.725, -0.878, 0.846], [0.182, 1.053, -0.387], [0.554, -0.610, 1.778], [-0.521, -1.326, -0.686], [-1.388, 0.185, -0.087], [0.086, 0.070, -0.286], [0.471, 0.144, -0.496], [0.405, -0.025, -0.120], [-0.230, 0.177, -0.672], [-0.188, -0.124, -0.371], [0.118, 0.126, 0.006], [0.252, 0.841, 0.346], [0.235, 0.241, 0.026], [0.421, 0.202, 0.449], [0.616, -0.253, -0.187], [-0.104, -0.001, -0.137], [-0.044, 0.135, 0.000], [0.716, -1.216, 0.118], [0.023, 0.171, 0.697], [-1.231, 0.719, -0.182], [0.349, 0.652, -0.413], [-0.482, -0.806, -0.140], [-0.750, -0.925, 0.928], [-0.395, 0.062, -0.428], [0.063, 0.192, -0.036], [-0.213, 0.633, 0.211], [-0.091, -0.158, -0.380], [0.999, -0.239, -0.097], [0.105, 0.165, -0.031], [-0.255, 0.255, 0.204], [0.263, -0.126, 0.291], [0.486, 0.075, -0.140], [0.417, 0.391, -0.103], [0.090, 0.085, -0.442], [0.550, -1.576, 0.758], [-0.082, 0.392, -0.398], [0.572, 0.385, -0.021], [-1.266, 1.707, 0.674], [0.346, -0.068, -0.475], [0.022, -1.392, 0.509], [-0.531, 0.450, -0.448], [0.120, 0.687, -0.310], [-0.014, 0.137, 0.212], [-0.174, -0.408, -0.167], [-0.091, -0.452, 0.123], [0.322, -0.428, -0.591], [-0.054, 0.068, 0.142], [-0.122, 0.110, 0.119], [0.041, -0.074, 0.017], [-0.015, 0.089, -0.473], [0.432, 0.360, 0.269]]
}